Entry 1:
A molecular structure, C34H33Br2InN7O3PS2, computed with ωB97M-V/def2-TZVPD.

Computed properties:
- Kohn-Sham gap (eV) = 7.18
- energy (eV) = -228587.207
- relative energy (zero: lowest compared OMol25 entry of this formula, charge and spin) (kcal per mole) = 3.32
- lowest unoccupied orbital energy (eV) = -0.40

```
83
C34H33Br2InN7O3PS2, DFT ωB97M-V/def2-TZVPD
In -0.414 -1.143 0.116
Br -3.087 -3.938 6.219
Br 2.048 -2.391 4.543
S 0.481 2.080 3.711
S -0.529 -0.573 -2.394
P 2.138 -0.350 -0.085
O 0.437 -3.123 -0.410
O -1.674 -3.227 -1.085
O 0.420 -1.250 2.108
N -2.512 2.515 -1.003
N -6.564 5.209 -5.690
N 4.727 -0.750 0.716
N 4.386 -0.181 -1.648
N -2.110 -1.757 1.496
N -1.434 0.966 0.120
N 4.123 1.550 0.077
C -5.874 4.753 -4.893
C 0.039 -2.008 -3.280
C -2.546 -2.723 3.663
C -2.379 1.199 -0.762
C 0.969 -2.953 -5.300
C -4.872 4.813 -2.661
C -0.283 -1.883 2.996
C 4.860 0.679 0.997
C -3.364 3.086 -1.985
C 0.026 -3.295 -2.724
C 0.522 -1.857 -4.576
C 0.708 3.638 4.572
C -4.301 -2.507 2.034
C -0.464 -3.326 -1.311
C 4.536 1.226 -1.291
C -1.582 3.168 -0.215
C 1.997 1.249 4.183
C -5.010 4.182 -3.895
C -0.925 2.199 0.470
C 0.195 -2.407 4.180
C -3.358 -1.963 1.151
C -3.894 -2.890 3.281
C 0.484 -4.385 -3.441
C 2.676 1.383 0.241
C -4.320 3.005 -4.172
C -3.481 2.457 -3.217
C 5.118 -0.987 -0.673
C -4.051 4.257 -1.697
C 2.974 -0.569 -1.709
C -0.655 -3.011 5.130
C 0.953 -4.220 -4.737
C -1.684 -2.118 2.733
C -1.989 -3.147 4.899
C 3.361 -1.218 0.972
H 5.919 0.937 0.923
H 5.593 1.485 -1.386
H -3.954 4.716 -0.722
H -5.321 -2.642 1.707
H 2.385 1.673 1.256
H 1.337 -2.813 -6.308
H 2.872 1.853 3.934
H 0.474 -5.366 -2.983
H 3.290 -2.291 0.777
H 1.305 -5.074 -5.300
H 0.758 3.495 5.651
H 2.448 0.023 -2.462
H -4.588 -3.340 3.977
H 3.963 1.837 -1.991
H -2.967 0.458 -1.278
H -0.223 -3.370 6.054
H 2.031 0.314 3.628
H 3.096 -1.076 2.020
H 4.980 -2.044 -0.907
H -0.152 4.272 4.357
H 1.607 4.156 4.236
H 4.524 0.872 2.018
H -4.427 2.533 -5.138
H -3.631 -1.730 0.129
H 2.011 1.013 5.246
H 0.549 -0.871 -5.021
H -1.468 4.236 -0.244
H -5.415 5.725 -2.459
H 2.887 -1.615 -2.015
H 2.152 2.056 -0.443
H -0.133 2.293 1.191
H 6.179 -0.745 -0.768
H -2.905 1.566 -3.431
```

Entry 2:
A gas-phase ion, C4H8NO2 (charge +1), computed with ωB97M-V/def2-TZVPD.

Computed properties:
- Kohn-Sham gap (eV) = 7.32
- energy (eV) = -9852.064
- relative energy (zero: lowest compared OMol25 entry of this formula, charge and spin) (kcal per mole) = 98.40
- net charge = +1
- lowest unoccupied orbital energy (eV) = -5.39

```
15
C4H8NO2, DFT ωB97M-V/def2-TZVPD
O -0.792 0.875 -1.223
O 2.014 -1.585 2.086
N 0.428 -1.914 -0.354
C 0.025 0.784 -0.265
C -1.752 1.887 -1.273
C 0.664 -0.762 0.342
C 1.489 -0.620 1.429
H 0.079 1.716 0.406
H -2.456 1.721 -2.118
H 0.924 -2.667 -0.091
H 1.843 -2.538 1.712
H -0.520 -1.935 -0.732
H 1.680 0.348 1.917
H -2.254 1.751 -0.324
H -1.372 2.939 -1.511
```

Entry 3:
A molecular structure, C42H30BF5N9NaO8, computed with ωB97M-V/def2-TZVPD.

Computed properties:
- Kohn-Sham gap (eV) = 6.16
- energy (eV) = -92509.706
- net charge = -2
- lowest unoccupied orbital energy (eV) = 3.66

```
96
C42H30BF5N9NaO8, DFT ωB97M-V/def2-TZVPD
Na -0.262 -0.499 -0.178
F -2.949 1.576 1.281
F -5.409 2.467 -3.535
F -6.446 3.607 -1.228
F -3.287 0.914 -3.444
F -5.118 3.265 1.152
O 3.596 -3.886 2.749
O -2.056 0.324 -0.973
O -2.052 -4.457 -1.258
O 3.807 -3.263 0.716
O 0.783 -7.832 2.856
O 1.328 -2.214 -0.015
O -1.026 -7.823 1.690
O -1.142 -2.505 -1.313
N 0.443 3.265 -0.551
N 1.722 1.057 2.135
N 0.003 -7.277 2.060
N 3.169 -3.768 1.628
N 0.582 0.404 1.986
N 1.843 0.578 -0.943
N 0.768 2.978 0.744
N 2.548 1.513 -0.267
N -1.175 -3.674 -0.949
C 2.764 -1.651 -3.773
C 2.388 0.644 3.269
C -0.801 3.927 -2.990
C 0.312 -5.981 1.509
C 1.497 -5.399 1.852
C -2.727 -2.142 2.069
C -3.325 5.043 -2.936
C -4.818 2.288 -2.301
C 0.781 -2.711 -4.759
C 3.762 1.141 3.611
C -1.027 4.278 0.857
C 0.001 -1.861 -4.018
C 0.604 -0.923 -3.143
C -2.648 4.954 -1.733
C 1.981 -0.863 -2.938
C -0.487 -5.334 0.559
C 3.823 1.529 -0.797
C -0.480 -2.647 3.611
C -3.076 1.081 -1.029
C -1.733 -1.223 2.162
C -0.623 -1.410 2.989
C 0.129 3.585 3.022
C -3.761 1.380 -2.297
C -0.187 -4.118 -0.007
C -4.632 2.675 0.078
C 2.577 0.101 -1.917
C -0.690 3.963 -0.485
C 3.893 0.719 -1.873
C 1.546 -0.316 3.856
C 0.453 -0.451 2.964
C 4.907 2.334 -0.197
C -1.472 4.148 -4.168
C -2.661 -3.329 2.821
C -3.583 1.762 0.111
C -5.318 2.875 -1.118
C 2.199 -2.608 -4.576
C 1.021 -3.331 0.406
C -1.384 4.327 -1.748
C -1.539 -3.574 3.602
C -0.006 3.659 1.569
C -2.792 4.575 -4.141
C 1.818 -4.188 1.331
B 2.081 2.160 1.076
H -3.059 5.249 -0.781
H -3.570 -1.993 1.419
H -1.084 -1.874 -4.047
H 4.011 0.644 4.561
H 0.083 2.588 3.512
H -4.287 5.454 -2.920
H 3.880 2.212 3.635
H 2.103 -5.908 2.543
H 1.754 -0.934 4.762
H 0.173 3.460 -2.972
H -0.650 4.282 3.386
H -1.861 4.778 1.273
H -1.462 -4.519 4.077
H 2.876 2.961 1.514
H -1.775 -0.351 1.521
H -1.431 -5.670 0.182
H 4.493 0.689 2.882
H -3.310 4.602 -5.067
H 5.623 2.525 -1.013
H 3.868 -1.686 -3.601
H 1.098 3.930 3.290
H 5.457 1.915 0.670
H 0.393 -3.510 -5.350
H 4.638 3.324 0.191
H 2.829 -3.248 -5.181
H -1.050 3.836 -5.161
H 0.065 -0.182 -2.505
H 4.759 0.500 -2.493
H -3.470 -4.051 2.779
H 0.465 -2.860 4.169
```

Entry 4:
A molecular structure, C47H47N5O5S2SiW, computed with ωB97M-V/def2-TZVPD.

Computed properties:
- Kohn-Sham gap (alpha / beta) (eV) = 5.88 / 5.70
- energy (eV) = -98564.811
- relative energy (zero: lowest compared OMol25 entry of this formula, charge and spin) (kcal per mole) = 3.13
- spin multiplicity = 3
- lowest unoccupied orbital energy (alpha / beta) (eV) = -0.84 / -1.00

```
108
C47H47N5O5S2SiW, DFT ωB97M-V/def2-TZVPD
W 0.381 -1.184 0.218
S -0.146 -1.346 3.231
S -4.490 -1.881 -1.936
Si 0.223 0.506 -2.571
O -1.428 -0.586 -0.292
O -4.984 -1.225 -3.106
O -4.737 -3.276 -1.741
O 0.115 -2.393 4.168
O -1.225 -1.477 2.260
N -2.857 -1.600 -1.779
N 0.511 1.403 0.210
N 1.071 -0.995 2.257
N 0.786 -3.260 0.367
N 2.562 -0.766 0.166
C 3.207 -0.752 1.382
C -6.258 -0.012 1.231
C -0.861 3.464 0.796
C 0.444 1.024 4.540
C -0.531 0.116 4.155
C 5.205 -0.661 2.766
C 2.391 0.129 -6.097
C -3.797 -0.527 0.117
C 2.915 2.311 -5.249
C 3.385 -3.609 0.461
C 4.636 -0.155 -0.869
C -4.954 -0.982 -0.481
C 4.588 -0.533 1.497
C 1.398 0.874 -4.007
C 0.533 -1.232 -1.977
C 1.577 1.968 1.071
C 1.611 -5.363 0.466
C -2.225 1.441 5.207
C -1.258 2.360 5.592
C -3.424 2.430 -3.205
C 3.066 1.335 -6.223
C 5.296 -0.216 0.321
C 0.781 1.736 -1.221
C 4.446 -0.990 3.850
C 1.573 -0.096 -5.000
C 0.262 4.014 1.666
C 3.045 -1.146 3.752
C 3.265 -0.466 -0.907
C -3.279 0.623 -4.774
C -2.191 2.061 -2.676
C -1.708 -3.833 0.129
C -3.968 1.712 -4.256
C 0.204 -5.451 0.434
C 2.088 2.079 -4.157
C 0.073 2.150 5.262
C -1.486 0.968 -3.177
C -2.057 0.259 -4.238
C 1.592 3.491 1.144
C -3.846 0.197 1.292
C -1.866 0.313 4.486
C -6.204 -0.746 0.051
C 1.951 -4.038 0.413
C 2.419 -0.990 2.541
C -0.273 -4.173 0.355
C -0.787 1.945 0.689
C -2.616 -0.954 -0.701
C -5.097 0.453 1.842
H 1.871 1.754 -1.329
H 2.754 -0.475 -1.855
H 6.361 -0.023 0.379
H 1.980 2.868 -3.419
H 3.984 -4.515 0.368
H -0.407 -6.340 0.436
H 3.707 1.514 -7.078
H 0.827 2.866 5.563
H 2.421 3.792 1.789
H -1.784 2.652 -1.864
H -0.951 1.511 1.682
H -7.219 0.201 1.682
H -0.292 -1.891 -2.267
H -7.101 -1.114 -0.427
H -0.820 3.925 -0.196
H 3.673 -3.150 1.409
H -3.263 1.602 5.470
H 4.914 -1.122 4.817
H 1.068 -1.053 -4.912
H 6.274 -0.516 2.851
H -1.841 3.716 1.208
H -2.307 -4.714 0.359
H -3.955 3.280 -2.793
H 0.467 2.756 -1.466
H 2.540 1.611 0.713
H 0.118 3.673 2.698
H 3.437 3.255 -5.341
H 2.467 -1.395 4.632
H -2.613 -0.405 4.171
H -1.900 -3.583 -0.912
H 1.798 3.912 0.155
H -3.710 0.040 -5.578
H -1.571 1.573 0.040
H -5.170 1.021 2.761
H -2.078 -3.026 0.758
H -4.931 1.988 -4.665
H -2.938 0.532 1.773
H 5.136 0.091 -1.795
H 2.505 -0.639 -6.852
H 1.431 -1.655 -2.427
H 2.324 -6.172 0.523
H 1.482 0.866 4.280
H -1.550 -0.612 -4.642
H -1.542 3.241 6.152
H 1.420 1.564 2.074
H 0.246 5.105 1.684
H 3.692 -2.955 -0.355
```

Entry 5:
A single C4H7NSSi molecule, computed with ωB97M-V/def2-TZVPD.

Computed properties:
- Kohn-Sham gap (eV) = 9.43
- energy (eV) = -24462.754
- relative energy (zero: lowest compared OMol25 entry of this formula, charge and spin) (kcal per mole) = 3.38
- lowest unoccupied orbital energy (eV) = 0.29

```
14
C4H7NSSi, DFT ωB97M-V/def2-TZVPD
S 1.451 0.562 -0.942
Si 2.798 -0.273 0.563
N -0.737 2.724 0.284
C 0.038 -0.411 -0.785
C -2.494 -0.296 -0.092
C -1.043 0.172 -0.263
C -0.949 1.602 0.062
H 3.601 0.991 0.719
H 2.265 -0.983 1.604
H 0.182 -1.447 -1.066
H 3.475 -1.453 -0.080
H -2.620 -0.580 0.996
H -2.854 -1.149 -0.691
H -3.114 0.541 -0.309
```